ORCA calculation (ωB97M-V with the def2-TZVPD basis set) on a molecular structure, C33H38F2N7RuSSb at a distorted geometry.

Calculated values
- total energy (hartree) = -2596.03789
- 2S+1 = 5
- strongest force on any atom (Eh/bohr) = 0.0573
- <S²> = 6.023
- total charge = +2
- LUMO level (alpha / beta) (eV) = -4.8 / -7.0

Element x y z (Å)
Ru: 13.53587 14.89466 13.31987
F: 16.53642 18.98028 11.37192
C: 15.33673 18.40434 11.50347
C: 15.21732 17.14093 12.13901
C: 13.93882 16.61200 12.31507
C: 12.80364 17.28030 11.85960
C: 12.97626 18.51084 11.21378
F: 11.89657 19.17573 10.80702
C: 14.23201 19.06110 11.01151
C: 11.50364 16.70837 12.28807
C: 10.24274 17.03252 11.77296
C: 9.07822 16.41809 12.27386
C: 9.20307 15.44191 13.24374
C: 10.50068 15.04887 13.60609
N: 11.62492 15.65463 13.14193
H: 16.06979 16.70860 12.56670
H: 14.34064 20.04346 10.52515
H: 10.09026 17.79186 11.02980
H: 8.12523 16.75204 11.91251
H: 8.36536 14.94705 13.71064
H: 10.66410 14.29966 14.34538
C: 7.16030 9.99255 10.42378
C: 7.87038 9.70154 11.75239
Sb: 10.01128 10.26776 11.71384
C: 11.15829 8.53047 11.46853
C: 10.58652 7.60096 10.44007
C: 10.38374 11.55798 10.07285
C: 10.26395 10.80770 8.75724
H: 6.08234 9.95653 10.60834
H: 7.49920 9.24250 9.68523
H: 7.40757 11.00731 10.08801
H: 7.77126 8.67518 12.04334
H: 7.49864 10.30123 12.57309
H: 11.24473 7.95732 12.37286
H: 12.12964 8.95136 11.21599
H: 9.62731 7.17405 10.76766
H: 11.26699 6.76431 10.32039
H: 10.41510 8.01975 9.45195
H: 11.39654 11.91308 10.18768
H: 9.63508 12.34823 10.17874
H: 11.09390 10.09254 8.68568
H: 10.37892 11.50927 7.88133
H: 9.33520 10.22095 8.61795
N: 12.41624 11.65288 12.89150
C: 12.78502 12.75061 13.14531
C: 17.64773 13.41090 13.61780
C: 16.36853 13.87676 13.85722
N: 15.44899 14.04156 12.90778
C: 15.80632 13.75850 11.64835
C: 17.05050 13.27391 11.30535
C: 17.98295 13.11303 12.31236
C: 17.53895 13.01804 9.94249
C: 17.02115 12.34722 8.93586
C: 15.75225 11.63299 8.82755
C: 15.51618 10.92257 7.65822
C: 14.39101 10.13333 7.63200
N: 13.49630 10.10050 8.62862
C: 13.82292 10.86254 9.69971
N: 14.89632 11.61649 9.86727
H: 18.38368 13.38722 14.39831
H: 16.10231 14.17694 14.82485
H: 15.03750 13.88079 10.84012
H: 18.95567 12.69002 12.06282
H: 18.53507 13.43375 9.79541
H: 17.65536 12.31134 8.03250
H: 16.28730 10.97386 6.86702
H: 14.17002 9.46253 6.82108
H: 13.15456 10.77748 10.55425
S: 14.10638 15.86189 15.64381
C: 13.35104 14.86237 16.85753
N: 13.11407 15.40692 18.04757
C: 12.43448 14.67238 19.11689
C: 12.77019 13.15962 19.04452
C: 12.38513 12.69421 17.65345
N: 12.99931 13.58156 16.65214
H: 13.47435 16.34753 18.22180
H: 11.32552 14.81323 19.04618
H: 12.85174 15.11738 20.04857
H: 12.18989 12.62006 19.79770
H: 13.81724 12.93692 19.20913
H: 11.30202 12.71176 17.57083
H: 12.68937 11.67452 17.50405
H: 13.18400 13.23301 15.71322

Cartesian forces (eV/Å) of the 3 atoms listed first:
0.511 -1.479 -0.470
-0.350 -0.324 0.085
-0.105 -1.207 0.436

ORCA calculation (ωB97M-V with the def2-TZVPD basis set) on a molecular structure, C33H38F6N4O7P2S2Tc at a distorted geometry.

Calculated values
- total energy (hartree) = -4185.13953
- 2S+1 = 2
- strongest force on any atom (Eh/bohr) = 0.0886
- <S²> = 0.797
- LUMO level (alpha / beta) (eV) = -1.3 / -1.3

Element x y z (Å)
Tc: 0.53360 -0.47029 0.64642
F: 1.74300 0.08781 5.87162
C: 2.03840 -0.59179 4.77262
F: 3.29360 -1.04409 4.90502
F: 1.26460 -1.66629 4.67262
S: 2.07690 0.45831 3.20812
O: 2.02690 -0.57239 2.18162
O: 3.33400 1.12141 3.27102
N: 0.91740 1.47541 3.07472
S: -0.53450 1.24881 3.65092
O: -0.55400 0.15641 4.57262
O: -1.60650 1.43131 2.73282
C: -0.64230 2.78771 4.74842
F: -0.47640 2.46991 6.03222
F: 0.27390 3.71321 4.44812
F: -1.84130 3.36211 4.62002
C: 3.09640 -1.72909 -1.56648
P: 2.13090 -0.22499 -1.12768
C: 1.08400 0.03901 -2.61458
N: 1.51200 0.72651 -3.64908
C: 0.70610 0.92101 -4.71608
C: 1.09100 1.74181 -5.77358
C: 0.26760 1.87981 -6.87588
C: -0.93880 1.19341 -6.95108
C: -1.36100 0.40071 -5.89908
C: -0.56310 0.26161 -4.76298
N: -0.96990 -0.46259 -3.69858
C: -0.20860 -0.53089 -2.62308
P: -0.82230 -1.33659 -1.10378
C: -0.52650 -3.10289 -1.51718
C: -2.70180 -1.22529 -0.97008
C: -3.37910 -1.47229 -2.31318
C: -3.12480 -2.29299 0.04212
C: -3.07350 0.14761 -0.41598
C: 3.44870 1.12811 -1.10398
C: 2.79180 2.44111 -0.69128
C: 4.11710 1.29031 -2.46808
C: 4.48340 0.74801 -0.04128
H: 3.59420 -1.61479 -2.52978
H: 2.43630 -2.59349 -1.59788
H: 3.82900 -1.89519 -0.77898
H: 2.03280 2.26301 -5.70958
H: 0.56790 2.52071 -7.68978
H: -1.55650 1.27951 -7.83378
H: -2.30830 -0.11419 -5.92498
H: -1.21290 -3.41909 -2.29968
H: -0.64620 -3.72029 -0.63268
H: 0.49120 -3.20859 -1.88258
H: -3.15120 -2.46389 -2.69578
H: -3.05740 -0.73749 -3.04488
H: -4.45740 -1.39729 -2.19098
H: -2.92020 -3.30289 -0.30918
H: -4.19580 -2.21329 0.22552
H: -2.61920 -2.13599 0.99102
H: -2.82890 0.93541 -1.12228
H: -2.55610 0.34881 0.52272
H: -4.14530 0.18691 -0.22598
H: 2.00040 2.72361 -1.38328
H: 3.53230 3.23971 -0.67238
H: 2.37960 2.34881 0.31132
H: 3.38000 1.55431 -3.22398
H: 4.63210 0.38311 -2.77528
H: 4.85180 2.09081 -2.41018
H: 4.01900 0.56841 0.92812
H: 5.18930 1.56711 0.08652
H: 5.05420 -0.13009 -0.32998
O: -2.72490 -1.53759 3.95612
C: -2.15660 -2.74489 3.97082
C: -2.74330 -3.71849 4.78552
C: -2.23650 -4.99609 4.83862
C: -1.12220 -5.35179 4.08332
C: -0.54170 -4.41529 3.26072
C: -1.05090 -3.11749 3.18212
C: -0.44450 -2.18709 2.23112
O: 0.39630 -2.56239 1.37422
O: -0.82060 -0.97099 2.18392
H: -2.14380 -0.88559 3.52312
H: -3.60150 -3.42499 5.36852
H: -2.70840 -5.73229 5.46902
H: -0.72280 -6.35249 4.12982
H: 0.31930 -4.65269 2.65232
N: 0.11220 1.26511 0.29882
C: -0.32060 2.45941 0.03892
C: -0.93350 2.75821 -1.21288
C: -1.36650 4.02741 -1.50628
C: -1.20070 5.05761 -0.58878
C: -0.58170 4.79941 0.62952
C: -0.14400 3.53811 0.95102
H: -1.02760 1.95621 -1.92668
H: -1.83160 4.23791 -2.45838
H: -1.53100 6.05441 -0.83328
H: -0.45260 5.60391 1.33932
H: 0.33770 3.32001 1.89032

Cartesian forces (eV/Å) of the 3 atoms listed first:
0.165 1.706 -1.982
0.007 0.159 -0.292
0.299 -0.483 0.432

ORCA calculation (ωB97M-V with the def2-TZVPD basis set) on a molecular structure, C33H38N5OSiW at a distorted geometry.

Calculated values
- total energy (hartree) = -1985.13512
- 2S+1 = 3
- strongest force on any atom (Eh/bohr) = 0.0499
- <S²> = 2.023
- total charge = +3
- LUMO level (alpha / beta) (eV) = -9.9 / -10.8

Element x y z (Å)
W: -0.36172 0.42397 -1.01879
C: -0.50584 4.43409 -3.00150
C: -0.75392 3.18595 -2.23697
N: 0.13709 2.24811 -2.04400
C: 1.49133 2.50591 -2.56521
C: 2.49328 1.77916 -1.69308
N: 1.97809 0.42314 -1.43304
C: 2.28192 -0.51990 -2.54319
C: 1.26603 -1.64613 -2.58341
N: -0.09308 -1.04899 -2.74191
C: -1.18109 -2.07941 -2.72508
C: -1.76393 -2.20857 -1.31559
N: -2.04154 -0.83320 -0.90805
C: -3.24417 -0.38647 -0.73348
C: -4.47066 -1.21065 -0.59908
C: -3.29442 1.06836 -0.83323
C: -4.42372 1.86202 -0.72738
C: -4.34507 3.20098 -1.08223
C: -3.15654 3.69405 -1.59909
C: -2.05274 2.85856 -1.67513
N: -2.09916 1.57691 -1.23500
H: 0.03447 4.22294 -3.92466
H: 0.09336 5.14561 -2.42475
H: -1.43798 4.92527 -3.26545
H: 1.72186 3.56884 -2.56241
H: 1.54164 2.16530 -3.60372
H: 2.60237 2.29169 -0.73647
H: 3.47038 1.75810 -2.17911
H: 2.42972 0.07377 -0.58487
H: 3.28747 -0.92834 -2.44090
H: 2.24798 0.03020 -3.48629
H: 1.28811 -2.21297 -1.65663
H: 1.48806 -2.32001 -3.41240
H: -0.10309 -0.62440 -3.66616
H: -0.80617 -3.03947 -3.07853
H: -1.96922 -1.74681 -3.40025
H: -1.04413 -2.64290 -0.62883
H: -2.65356 -2.83229 -1.33548
H: -4.26302 -2.18950 -0.17473
H: -4.94169 -1.35022 -1.57757
H: -5.19846 -0.71081 0.03757
H: -5.36094 1.44078 -0.39179
H: -5.21340 3.84143 -0.99983
H: -3.09554 4.71748 -1.94183
O: 0.41599 -0.95981 0.06431
Si: 0.89414 -1.09130 1.64579
C: -0.44982 0.08813 2.29923
C: -0.73388 1.20814 1.49637
C: -1.73773 2.11538 1.83290
C: -2.51073 1.88357 2.95874
C: -2.25224 0.77745 3.75931
C: -1.22427 -0.10385 3.43565
C: 2.58883 -0.27337 1.75753
C: 2.71955 1.10452 1.98876
C: 3.97148 1.69277 2.10217
C: 5.11760 0.91592 1.99440
C: 5.00843 -0.45094 1.77718
C: 3.75612 -1.03982 1.66509
C: 0.94266 -2.85579 2.21820
C: 0.61675 -3.92414 1.38063
C: 0.72445 -5.23008 1.83407
C: 1.16289 -5.48100 3.12641
C: 1.49879 -4.42866 3.96679
C: 1.39459 -3.12228 3.51329
H: 0.04508 1.56747 0.76198
H: -1.88956 3.02016 1.25442
H: -3.29222 2.58334 3.22415
H: -2.84478 0.60795 4.64916
H: -1.02671 -0.95006 4.08294
H: 1.84110 1.72334 2.13730
H: 4.04905 2.75291 2.30893
H: 6.09221 1.37218 2.10603
H: 5.89775 -1.06484 1.72088
H: 3.68662 -2.11324 1.52175
H: 0.29963 -3.75154 0.35822
H: 0.46723 -6.04954 1.17550
H: 1.25970 -6.50152 3.47202
H: 1.85129 -4.62660 4.97012
H: 1.68164 -2.30645 4.16936

Cartesian forces (eV/Å) of the 3 atoms listed first:
2.061 -1.522 0.115
-0.112 0.146 -0.035
0.621 -0.286 0.038

Look up the 2S+1 of the second one.
2